Computed, not measured: the ion C16H35N2O with charge +1, with the ωB97M-V functional and the def2-TZVPD basis.

ΔE to the lowest compared entry with this formula, charge and spin	0.0	kcal/mol
energy	-22181.2657	eV
HOMO energy	-12.38	eV
Kohn-Sham gap	9.5	eV
SMILES	CCCCCC[C@H]1[NH2+]C[C@@H](OCCCC)[C@H]1NCC

ORCA input file:
```
! RIJCOSX wB97M-V def2-TZVPD def2/J DEFGRID3
* xyz 1 1
C 5.2901 -1.6220 -0.0670
C 4.9993 -0.4233 0.8502
C 3.5838 -0.4293 1.4257
C 2.5042 -0.1784 0.3736
C 2.3843 1.3063 0.0184
C 1.7606 1.7158 -1.3214
C 0.5009 1.0692 -1.8906
N 0.7183 -0.4314 -2.2299
C -0.3070 -1.2091 -1.4771
C -1.4955 -0.2561 -1.5474
O -2.5412 -0.6094 -0.7093
C -3.6301 -1.3498 -1.2903
C -4.8472 -1.2128 -0.4058
C -4.7247 -1.9082 0.9553
C -4.1079 -1.0320 2.0422
C -0.8402 1.0822 -1.1149
N -0.7082 1.0984 0.3275
C -0.6945 2.4463 0.9148
C -0.4044 2.3904 2.4098
H 6.0687 -2.2619 0.3465
H 4.4064 -2.2538 -0.1962
H 5.6244 -1.3166 -1.0593
H 5.7089 -0.4084 1.6777
H 5.1628 0.5164 0.3141
H 3.4924 0.3337 2.2056
H 3.4011 -1.3903 1.9148
H 1.5348 -0.5354 0.7289
H 2.7640 -0.7775 -0.5131
H 3.3891 1.7362 0.0198
H 1.8497 1.8061 0.8260
H 2.5227 1.6509 -2.1078
H 1.4999 2.7775 -1.2780
H 0.3210 1.5402 -2.8577
H 1.6707 -0.7426 -2.0403
H 0.5531 -0.5360 -3.2311
H 0.0258 -1.2599 -0.4420
H -0.4248 -2.2062 -1.8950
H -1.8468 -0.1539 -2.5868
H -3.3332 -2.4010 -1.3867
H -3.8266 -0.9517 -2.2932
H -5.0531 -0.1474 -0.2670
H -5.6916 -1.6262 -0.9646
H -4.1332 -2.8230 0.8434
H -5.7141 -2.2338 1.2809
H -4.7025 -0.1284 2.1948
H -3.0918 -0.7294 1.7800
H -4.0613 -1.5626 2.9937
H -1.4299 1.9297 -1.4913
H -1.5196 0.6087 0.6961
H 0.0575 3.0408 0.3925
H -1.6576 2.9465 0.7382
H -0.8027 1.4703 2.8427
H -0.8698 3.2275 2.9284
H 0.6650 2.4149 2.6219
*
```

Computed, not measured: a cluster of 2 separate species, C5H11NO in total, with the ωB97M-V functional and the def2-TZVPD basis.

ΔE to the lowest compared entry with this formula, charge and spin	74.9	kcal/mol
energy	-8896.9126	eV
HOMO energy (spin up / spin down)	-0.46 / -2.39	eV
Kohn-Sham gap (spin up / spin down)	4.3 / 6.1	eV

ORCA input file:
```
! RIJCOSX wB97M-V def2-TZVPD def2/J DEFGRID3
* xyz -1 2
C 1.9244 1.0758 -0.1755
C 0.4507 0.7390 -0.1110
C 0.1923 -0.2707 1.0656
C -1.1015 -0.3558 1.4295
N -1.9161 -0.1083 0.2070
C -3.0854 0.4740 0.5553
H 2.1716 1.7418 0.6340
H 2.5866 0.2518 -0.1737
H 2.2549 1.6546 -1.0239
H -0.1435 1.5986 0.3135
H 0.0784 0.4694 -1.1507
H 1.0380 -0.9399 1.3441
H -1.4365 0.1021 2.3268
H -3.5096 0.6342 1.5052
H -3.7295 0.5446 -0.2770
H 1.1374 -1.8976 -1.7560
H 1.5455 -3.3030 -2.2245
O 1.5423 -2.4106 -2.4887
*
```

Computed, not measured: a structure of composition C16H13Cl2N3O3ReS2SbSe4, with the ωB97M-V functional and the def2-TZVPD basis.

energy	-344163.5568	eV
HOMO energy (spin up / spin down)	-13.67 / -13.68	eV
Kohn-Sham gap (spin up / spin down)	5.3 / 5.3	eV

ORCA input file:
```
! RIJCOSX wB97M-V def2-TZVPD def2/J DEFGRID3
* xyz 2 1
Re -0.1471 0.8600 -0.9412
Cl -0.8433 2.3392 0.9410
C -0.8566 2.8629 2.6017
C -1.6614 3.9560 2.8581
C -1.7135 4.4836 4.1401
C -0.9810 3.9220 5.1702
C -0.1903 2.8123 4.9230
Cl 0.7271 2.1078 6.1942
C -0.1257 2.2637 3.6324
S 1.0621 0.9789 3.3761
H -2.2372 4.4019 2.0587
H -2.3270 5.3535 4.3280
H -1.0041 4.3445 6.1652
S 2.6089 -2.8282 0.7896
C 1.9197 -1.7001 -0.2826
N 1.0736 -0.8608 0.2535
C 0.9311 -1.1082 1.5880
C 0.0749 -0.3385 2.4765
C 0.1643 -0.6549 3.9109
C 0.9859 -1.7714 4.3486
C 1.7152 -2.4856 3.4722
C 1.7154 -2.1252 2.0802
H 2.1787 -1.6793 -1.3304
H -0.8649 0.0221 2.0791
H -0.6670 -0.3784 4.5478
H 0.9556 -2.0450 5.3935
H 2.2885 -3.3434 3.7987
O -2.0801 -2.1716 1.0843
N -1.7202 -1.6394 0.0576
O -1.5322 -2.2084 -1.0045
O -1.6361 -0.3059 0.0969
C 1.2656 -2.3998 -4.9907
C -0.0994 -2.1841 -4.3055
C -0.0189 -1.1675 -3.2982
N 0.0912 -0.3431 -2.5116
H 1.1787 -3.2401 -5.6745
H 2.0457 -2.6301 -4.2666
H 1.5524 -1.5127 -5.5507
H -0.4561 -3.1003 -3.8273
H -0.8429 -1.8746 -5.0441
Se -1.8741 2.0233 -2.0515
Sb -0.0545 3.0057 -3.7315
Se 1.7599 2.0166 -1.3463
Se 0.3853 1.5182 -5.5228
Se 0.0642 5.2526 -2.9666
*
```